A single C4H8O molecule, computed with wB97M-V/def2-TZVPD.

CARTESIAN COORDINATES (ANGSTROEM)
O: 0.42585 1.13719 -1.60840
C: 0.06252 0.83834 -0.27139
C: -1.04141 -0.22279 -0.09097
C: -0.05683 -1.06449 0.76663
C: 1.09185 -0.08473 0.40878
H: -0.33400 1.55894 -2.03271
H: -0.13205 1.77060 0.28818
H: -1.29398 -0.69463 -1.04966
H: -1.95898 0.11655 0.40770
H: 0.09065 -2.09784 0.43185
H: -0.31010 -1.08845 1.83228
H: 1.78851 -0.49514 -0.32885
H: 1.66797 0.32645 1.24658

HOMO (eV): -9.925
LUMO level (eV): 1.073
Energy relative to the best compared isomer or geometry (same formula, charge and spin) (kcal/mol): 21.4

---

3 unconnected molecules or ions with the total composition C3H15N2O2 at a distorted geometry, computed with wB97M-V/def2-TZVPD.

CARTESIAN COORDINATES (ANGSTROEM)
C: 0.04263 0.81455 -0.58727
C: -0.91490 0.40575 -1.69603
C: -1.51864 -0.95903 -1.42980
N: -0.43357 -2.00593 -1.55414
N: 1.08920 -0.25360 -0.37811
H: -0.45876 1.03374 0.35460
H: 0.57364 1.75001 -0.79020
H: -0.48338 0.54862 -2.69152
H: -1.74189 1.11813 -1.70089
H: -1.91970 -1.06483 -0.43894
H: -2.24706 -1.20367 -2.19561
H: -0.22192 -2.11442 -2.53909
H: -0.78554 -2.91219 -1.28068
H: 1.91945 0.01030 -0.91715
H: 1.29538 -0.28457 0.62490
H: 0.67262 -1.16674 -0.73041
H: 2.46117 -0.56633 2.82763
H: 1.58928 0.80891 2.96801
O: 1.95757 0.11761 2.38441
H: -0.48593 2.65052 2.90937
H: -0.18696 1.54407 3.90325
O: -0.20269 1.72912 2.95767

HOMO (eV): -14.033
Net charge: +1
LUMO level (eV): -2.563
Energy relative to the best compared isomer or geometry (same formula, charge and spin) (kcal/mol): 0.0

---

A molecular structure, C40H67N8O2P3Re, computed with wB97M-V/def2-TZVPD.

CARTESIAN COORDINATES (ANGSTROEM)
Re: -0.34895 -0.29325 -0.31933
N: 0.56222 1.54641 -1.08350
C: -0.03799 2.85491 -0.83374
C: 0.69353 3.99648 -1.13126
C: 0.11649 5.24202 -0.95295
C: -1.19094 5.34356 -0.49081
C: -1.91093 4.20059 -0.19275
C: -1.33504 2.93915 -0.34726
P: -2.15730 1.37967 0.08641
C: -2.96511 1.63901 1.68993
C: -2.45514 0.98391 2.80644
C: -3.01679 1.18143 4.06025
C: -4.10265 2.03193 4.20279
C: -4.63523 2.67262 3.08997
C: -4.07523 2.47344 1.83904
C: -3.51031 1.17101 -1.09742
C: -3.32294 1.56813 -2.42056
C: -4.31171 1.33695 -3.36328
C: -5.48907 0.70087 -2.99211
C: -5.67687 0.29777 -1.67782
C: -4.69077 0.53004 -0.73002
H: 1.49260 1.52222 -0.66638
H: 0.68533 1.44160 -2.08669
H: 1.70464 3.90777 -1.51202
H: 0.68094 6.13519 -1.18407
H: -1.64606 6.31625 -0.36397
H: -2.92568 4.29066 0.16977
H: -1.62314 0.30290 2.69039
H: -2.61272 0.66744 4.92361
H: -4.54459 2.18841 5.17783
H: -5.49334 3.32228 3.19799
H: -4.52165 2.95075 0.97533
H: -2.40991 2.07375 -2.71460
H: -4.16795 1.65980 -4.38570
H: -6.26352 0.52658 -3.72690
H: -6.59731 -0.19099 -1.38713
H: -4.84906 0.22069 0.29552
C: -0.20376 -5.18474 0.39842
N: -1.12284 -4.07831 0.15313
C: -1.92350 -4.20302 -1.06699
P: -1.63215 -3.00877 1.27458
O: -1.53997 -1.56958 0.77564
N: -0.68743 -3.20501 2.60801
C: -0.21834 -2.03750 3.34680
C: -1.00162 -4.34249 3.47686
N: -3.22408 -3.29388 1.53704
C: -4.11173 -2.26932 2.07980
C: -3.77802 -4.64318 1.60017
H: 0.38858 -5.35548 -0.50115
H: -0.73603 -6.11173 0.63350
H: 0.47413 -4.93926 1.21146
H: -1.25810 -4.37495 -1.91335
H: -2.48080 -3.28504 -1.24896
H: -2.62575 -5.03878 -1.01248
H: 0.19631 -1.29641 2.66998
H: 0.57777 -2.35548 4.01981
H: -1.01306 -1.58953 3.95546
H: -1.37203 -5.18620 2.89692
H: -1.75487 -4.08002 4.22610
H: -0.09525 -4.66593 3.98963
H: -3.65142 -1.28836 2.00175
H: -4.34747 -2.46807 3.12932
H: -5.04595 -2.26383 1.51441
H: -3.08611 -5.36846 1.17746
H: -4.70721 -4.68354 1.02896
H: -3.99560 -4.93288 2.63142
C: 1.28468 -2.93317 -2.82380
C: 0.63080 -1.56555 -3.01366
C: -0.54955 -1.63245 -3.97693
C: 1.67407 -0.54810 -3.48617
N: 0.14236 -1.14411 -1.70694
H: 1.58028 -3.34020 -3.79084
H: 0.58839 -3.62633 -2.35182
H: 2.17024 -2.85145 -2.19250
H: -0.21214 -1.96485 -4.95912
H: -1.01737 -0.65280 -4.08433
H: -1.30250 -2.33414 -3.61648
H: 2.23607 -0.95713 -4.32580
H: 2.38215 -0.32512 -2.68498
H: 1.20479 0.37420 -3.83817
O: 1.53273 0.09969 0.84405
P: 2.64255 0.41230 1.82711
N: 2.40286 1.86923 2.52197
C: 3.48027 2.81777 2.87275
C: 2.73901 3.96369 3.56432
C: 1.34064 3.91203 2.95220
C: 1.07930 2.41548 2.83953
N: 2.77604 -0.73128 2.98105
C: 2.90107 -2.15574 2.61319
C: 3.17012 -2.85200 3.94608
C: 3.89417 -1.78604 4.76797
C: 3.18451 -0.49125 4.37785
N: 4.06754 0.44845 1.02517
C: 4.23664 1.08021 -0.29078
C: 5.69714 0.79502 -0.62491
C: 6.36851 0.89074 0.74216
C: 5.37640 0.17980 1.66023
H: 3.99526 3.15813 1.97063
H: 4.22360 2.36605 3.53220
H: 3.23901 4.91878 3.41783
H: 2.68406 3.77709 4.63832
H: 1.34350 4.35800 1.95399
H: 0.58864 4.42286 3.55108
H: 0.37573 2.17632 2.04334
H: 0.68973 2.00766 3.77974
H: 3.73419 -2.30289 1.91937
H: 1.99021 -2.50663 2.12249
H: 3.75224 -3.76254 3.81910
H: 2.23033 -3.12774 4.43013
H: 4.94559 -1.73554 4.47872
H: 3.85132 -1.97100 5.83949
H: 3.84056 0.37519 4.46090
H: 2.31039 -0.30615 5.00927
H: 4.05394 2.16205 -0.23902
H: 3.55278 0.64267 -1.02112
H: 6.10372 1.48200 -1.36407
H: 5.78883 -0.22088 -1.01468
H: 6.46244 1.93798 1.03828
H: 7.35891 0.44237 0.77441
H: 5.42008 0.56307 2.68072
H: 5.56836 -0.89568 1.69487

Expectation value of S²: 0.757
HOMO (spin up / spin down) (eV): -12.190 / -12.389
Net charge: +2
LUMO level (spin up / spin down) (eV): -4.206 / -4.971
2S+1: 2

---

Number 1: energy -6324.240 eV. Number 2: energy -10424.026 eV. Number 3: energy -88572.930 eV.